# 1
{
  "formula": "C8H10NP",
  "method": "ωB97M-V/def2-TZVPD",
  "symbols": ["C", "N", "C", "C", "C", "C", "C", "C", "C", "P", "H", "H", "H", "H", "H", "H", "H", "H", "H", "H"],
  "coordinates": [[-2.7682, 0.0731, 0.9174], [-1.9739, -0.1076, -0.3009], [-1.1002, 0.9145, -0.7519], [0.3029, 0.4525, -0.3628], [1.4437, 1.2416, -0.2110], [2.5983, 0.5915, 0.1573], [2.7017, -0.7714, 0.2241], [1.6295, -1.5742, 0.0404], [0.3915, -0.9479, -0.1224], [-1.2748, -1.5774, -0.5081], [-2.9959, -0.8720, 1.4852], [-2.1242, 0.5255, 1.6040], [-3.6309, 0.8249, 0.7884], [-1.3209, 1.9025, -0.3040], [-1.2144, 0.9823, -1.8685], [1.5165, 2.2828, -0.1116], [3.4842, 1.2985, 0.5176], [3.7145, -1.2400, 0.2589], [1.5810, -2.6708, 0.3360], [-0.9607, -1.3282, -1.7882]],
  "forces_ev_per_a": [[-0.8, 0.6, -0.2], [-2.8, -0.1, 0.7], [0.8, 1.1, -0.2], [0.5, -0.2, 0.1], [-0.4, -1.6, 0.9], [2.5, 2.4, 0.9], [3.1, -0.9, -0.5], [-2.7, -1.7, 1.4], [0.3, 1.4, -1.0], [0.2, -2.3, 1.2], [-0.4, 0.7, -1.3], [1.1, 1.2, 1.5], [0.9, -1.6, 0.0], [-0.1, -0.4, -0.3], [0.4, 0.2, 0.8], [-0.6, 1.4, -0.5], [-1.7, -1.9, -1.1], [-0.9, 0.5, 0.6], [0.6, 1.4, -0.9], [0.1, -0.3, -2.2]],
  "nbo_charge": [-0.41, -0.74, -0.25, -0.03, -0.22, -0.19, -0.23, -0.21, -0.33, 0.81, 0.22, 0.18, 0.20, 0.21, 0.21, 0.21, 0.21, 0.22, 0.22, -0.09],
  "multiplicity": 1,
  "energy_ev": -19235.3280,
  "lumo_energy_ev": 0.9,
  "smiles": "CN1Cc2ccccc2P1"
}



# 2
{
  "formula": "F2H16NNa2O12S2",
  "method": "ωB97M-V/def2-TZVPD",
  "symbols": ["Na", "Na", "N", "S", "O", "O", "F", "S", "O", "O", "F", "O", "H", "H", "O", "H", "H", "O", "H", "H", "O", "H", "H", "O", "H", "H", "O", "H", "H", "O", "H", "H", "O", "H", "H"],
  "coordinates": [[-1.0697, 2.8479, 0.4842], [-2.8227, 1.0092, -1.2548], [-1.2403, 0.4627, 0.3334], [-1.5848, -0.6866, 1.5434], [-0.8640, -0.6049, 2.7817], [-2.0675, -2.0047, 1.1818], [-2.9824, -0.0379, 1.8957], [0.1788, -0.0205, 0.0468], [0.3715, -1.2883, -0.6202], [1.1663, 0.4034, 1.0396], [0.3662, 1.0406, -1.2178], [0.5286, -4.3994, 1.0366], [1.2831, -4.7861, 1.4807], [0.6157, -3.4587, 1.1906], [3.2327, 1.1526, -1.3656], [2.7625, 1.3017, -2.1859], [3.6313, 1.9984, -1.1604], [-6.1520, 1.9757, 2.3247], [-5.5559, 1.3097, 1.9821], [-6.8428, 2.0415, 1.6653], [1.4947, 3.1593, 0.2571], [1.9362, 3.6591, -0.4296], [2.1914, 2.6457, 0.6657], [2.4951, 0.6201, 3.5876], [3.2485, 0.0495, 3.4360], [1.8866, 0.4071, 2.8801], [1.6919, 1.9107, -3.6477], [1.7414, 2.7631, -4.0802], [0.7694, 1.6631, -3.7101], [-2.3252, -3.5701, -0.8757], [-2.5222, -3.3158, 0.0258], [-2.4514, -2.7690, -1.3842], [2.1458, -2.0348, -2.9296], [1.6862, -1.6757, -2.1707], [3.0570, -1.7685, -2.8064]],
  "forces_ev_per_a": [[1.2, 0.7, 0.7], [-0.5, -0.4, -0.5], [-2.8, -1.9, 2.1], [-4.3, -1.4, 4.6], [0.3, 0.5, -2.3], [1.6, 1.6, -1.0], [0.1, 0.8, -0.4], [8.6, 1.6, -2.9], [-1.0, 0.8, 1.1], [-2.4, -1.0, -2.0], [-0.6, -0.7, 1.0], [-0.8, -0.2, -0.4], [0.7, -0.6, 0.3], [0.0, 0.8, 0.0], [0.1, -0.4, 0.6], [-0.2, 0.2, -0.6], [0.4, 0.0, -0.1], [0.4, 0.2, -0.1], [0.0, -0.3, 0.1], [-0.4, 0.1, -0.1], [-0.9, 0.4, 0.0], [0.1, 0.3, -0.2], [0.1, -0.4, 0.3], [-0.1, 0.2, 0.1], [0.3, -0.1, 0.1], [-0.1, -0.1, 0.0], [-0.1, 0.0, 0.2], [0.2, 0.3, -0.3], [-0.1, -0.2, -0.2], [0.3, -0.9, -0.7], [-0.1, 0.1, 0.8], [0.0, 0.3, -0.4], [-0.3, -0.3, -0.4], [-0.3, 0.1, 0.5], [0.7, 0.1, -0.1]],
  "nbo_charge": [0.98, 0.99, -1.32, 2.38, -0.78, -0.90, -0.49, 2.43, -0.90, -0.86, -0.53, -0.59, 0.50, 0.48, -0.97, 0.49, 0.47, -0.92, 0.44, 0.47, -1.00, 0.49, 0.51, -0.93, 0.47, 0.46, -0.95, 0.49, 0.47, -0.62, 0.50, 0.46, -0.72, 0.48, 0.49],
  "multiplicity": 2,
  "total_charge": 2,
  "energy_ev": -62237.4684,
  "lumo_energy_ev": [-8.7, -13.3],
  "s_squared": 0.76
}



# 3
{
  "formula": "C4H8O3",
  "method": "ωB97M-V/def2-TZVPD",
  "symbols": ["C", "O", "C", "O", "C", "C", "O", "H", "H", "H", "H", "H", "H", "H", "H"],
  "coordinates": [[-2.7050, -0.0847, 0.0032], [-1.4950, 0.5263, 0.3606], [-0.4930, 0.5026, -0.5368], [-0.6275, 0.8069, -1.6984], [0.6022, -0.1304, 0.3451], [1.9977, 0.0771, -0.1304], [2.8807, -0.5478, 0.7756], [-2.5404, -0.9500, -0.6532], [-3.0961, -0.4231, 0.9620], [-3.3513, 0.6435, -0.4765], [0.4752, 0.2391, 1.3742], [0.3376, -1.2010, 0.4219], [2.0660, -0.3350, -1.1437], [2.1517, 1.1635, -0.1703], [3.7748, -0.2986, 0.5176]],
  "forces_ev_per_a": [[-0.6, 0.0, -0.1], [-0.4, 0.3, 0.3], [0.0, -0.5, 0.5], [0.8, -0.5, 1.1], [0.1, 0.2, -0.3], [-0.2, 0.2, -0.5], [0.3, 0.0, -0.1], [0.0, 0.2, 0.1], [-0.4, 0.0, -0.3], [-0.3, -0.2, -0.1], [0.0, 0.1, -0.5], [0.1, 0.3, -0.3], [0.3, 0.1, 0.0], [0.3, -0.1, -0.1], [0.0, -0.1, 0.1]],
  "nbo_charge": [-0.26, -0.54, 0.81, -0.56, -0.52, -0.07, -0.71, 0.18, 0.19, 0.19, 0.25, 0.24, 0.17, 0.16, 0.47],
  "multiplicity": 1,
  "energy_ev": -10419.3359,
  "lumo_energy_ev": 0.8,
  "smiles": "COC(=O)CCO"
}



# 4
{
  "formula": "C8H14N4O3",
  "method": "ωB97M-V/def2-TZVPD",
  "symbols": ["C", "C", "C", "C", "C", "C", "C", "C", "N", "N", "N", "N", "O", "O", "O", "H", "H", "H", "H", "H", "H", "H", "H", "H", "H", "H", "H", "H", "H"],
  "coordinates": [[-2.1140, -0.8792, 0.5360], [-0.7568, -1.4314, 0.8104], [0.5939, 0.2342, -1.0132], [0.8855, 1.0094, 0.1977], [-0.5356, -2.9105, 0.5826], [-0.2828, 0.6727, -2.1320], [0.0685, 2.2482, 0.5170], [2.3917, 1.4149, 0.1406], [0.0727, -0.8083, 1.5158], [0.7360, 0.1647, 1.5113], [-2.5752, 0.0275, 1.4433], [1.2468, -0.9452, -1.2713], [2.1449, -1.3444, -0.5271], [-2.8424, -1.3270, -0.3111], [0.8296, -1.6204, -2.2471], [0.4389, -3.0514, 0.9639], [-0.5643, -3.1195, -0.5263], [-1.1841, -3.5603, 1.0841], [0.1687, 0.3255, -3.0355], [-0.3819, 1.7632, -2.2024], [-1.2212, 0.2460, -2.0351], [0.4011, 2.5708, 1.5423], [-1.0185, 2.1341, 0.5600], [0.2308, 2.9554, -0.1369], [2.8446, 1.4873, -0.9185], [3.0439, 0.5185, 0.5060], [2.7463, 2.1694, 0.9470], [-1.8617, 0.5755, 2.1735], [-3.5051, 0.4802, 1.3251]],
  "forces_ev_per_a": [[-0.9, 0.5, 1.1], [-2.3, -2.8, -2.7], [-1.8, 0.4, 0.6], [2.0, -0.1, -1.4], [0.7, 1.7, -2.2], [1.3, 1.5, 0.5], [-1.1, -3.2, 4.2], [3.0, -1.7, 1.6], [1.4, 1.4, 1.5], [1.0, 1.1, 1.2], [1.8, 3.2, 3.0], [-0.4, -1.0, -0.8], [0.4, -0.3, 0.4], [0.2, -0.5, -0.8], [0.7, 0.2, 0.6], [1.3, -0.7, 0.1], [0.1, 0.3, 1.1], [-1.4, -0.6, 0.8], [0.1, -0.2, -0.7], [0.0, -0.2, 0.3], [-2.1, -0.8, -0.2], [-0.3, -0.1, -1.0], [0.1, -0.5, -0.1], [1.2, 3.8, -3.4], [-1.1, 0.7, 1.7], [-1.4, 1.2, -0.6], [-1.0, -0.5, -1.8], [-2.7, -2.2, -2.8], [1.3, -0.7, -0.1]],
  "nbo_charge": [0.61, 0.15, 0.07, -0.01, -0.64, -0.65, -0.60, -0.66, -0.02, 0.02, -0.84, 0.44, -0.48, -0.56, -0.48, 0.23, 0.28, 0.24, 0.25, 0.20, 0.23, 0.23, 0.21, 0.22, 0.25, 0.26, 0.23, 0.41, 0.42],
  "multiplicity": 1,
  "energy_ev": -20618.3875,
  "lumo_energy_ev": [-1.3, -1.7]
}



# 5
{
  "formula": "C5H12BrN2",
  "method": "ωB97M-V/def2-TZVPD",
  "symbols": ["C", "C", "C", "C", "C", "N", "N", "Br", "H", "H", "H", "H", "H", "H", "H", "H", "H", "H", "H", "H"],
  "coordinates": [[0.9316, 1.0663, -0.2772], [1.2725, -0.3410, 0.1115], [-1.1213, -0.7726, 0.5076], [-0.9293, 2.5937, 0.0380], [0.2812, -2.5899, 0.0695], [-0.1171, 1.6471, 0.5596], [0.0158, -1.1631, -0.2343], [-2.6833, -0.5827, -0.4436], [1.8150, 1.7251, -0.1155], [0.8281, 1.2685, -1.4988], [2.1548, -0.4934, -0.4525], [1.4575, -0.4060, 1.1367], [-1.1108, -0.9565, 1.5263], [-0.5932, 3.3791, -0.7176], [-1.9419, 2.3705, -0.2980], [-1.2626, 3.1966, 0.9658], [0.5720, -2.6131, 1.0266], [-0.4836, -3.3658, -0.1548], [1.1395, -3.1084, -0.4696], [-0.2250, -0.8542, -1.2798]],
  "forces_ev_per_a": [[-0.2, 3.2, -1.7], [-1.8, 1.8, -1.3], [-1.4, 0.5, -0.9], [-1.6, 4.9, 0.9], [0.6, -2.9, -4.4], [1.6, -2.7, -0.8], [1.4, 0.3, -3.1], [0.1, -0.1, 0.2], [-0.1, -0.5, 0.1], [-0.2, -0.9, 2.8], [0.6, -1.6, -0.8], [0.1, -0.3, 1.7], [-0.1, -0.2, 1.7], [0.3, -1.2, 0.6], [-0.1, -1.1, -0.2], [0.5, -0.4, -1.2], [0.6, -0.1, 3.8], [-0.4, 1.4, 0.3], [-0.6, 1.6, 0.1], [0.8, -1.5, 2.3]],
  "nbo_charge": [-0.33, -0.23, -0.09, -0.53, -0.44, -0.24, -0.45, 0.20, 0.27, 0.21, 0.25, 0.24, 0.21, 0.21, 0.26, 0.25, 0.22, 0.26, 0.25, 0.47],
  "multiplicity": 3,
  "total_charge": 1,
  "energy_ev": -78389.8532,
  "lumo_energy_ev": [-3.1, -5.3],
  "s_squared": 2.01
}